The following is a quantum chemistry calculation of C30H28ClIMoN8O5PS as an isolated structure, from the OMol25 dataset.

Each line ends with the Mulliken spin population.
CARTESIAN COORDINATES (ANGSTROEM)
Mo (-0.74091, -0.13894, 0.49603)  1.6879
C (0.99472, -4.79637, -1.78802)  0.0022
N (0.97320, -3.33389, -1.73415)  -0.0076
C (1.29681, -2.62772, -2.76587)  0.0289
C (1.36610, -1.14742, -2.93045)  0.0177
N (0.30223, -1.48454, -0.46664)  -0.0282
C (0.48279, -2.69671, -0.47001)  0.1478
P (-0.01374, -3.74335, 1.00907)  -0.0011
C (-1.73718, -3.13821, 0.98398)  0.0170
N (-2.09819, -1.88094, 0.75798)  -0.0570
C (-3.45594, -1.81314, 0.87185)  0.0205
C (-3.92521, -3.05746, 1.17367)  -0.0052
N (-2.83553, -3.88519, 1.24069)  0.0073
C (-2.88373, -5.31813, 1.49709)  -0.0004
C (0.66454, -2.51234, 2.17193)  0.0204
N (0.56883, -1.19156, 2.07617)  -0.0574
C (1.21476, -0.66654, 3.15668)  0.0148
C (1.70774, -1.68433, 3.91842)  -0.0026
N (1.34778, -2.84414, 3.29477)  0.0062
C (1.62140, -4.18856, 3.78571)  0.0000
H (1.31922, -5.12147, -2.77170)  -0.0002
H (-0.00379, -5.18262, -1.58872)  -0.0012
H (1.67609, -5.18042, -1.03198)  -0.0005
H (1.56273, -3.22089, -3.63679)  -0.0028
H (2.06727, -0.96595, -3.74436)  0.0023
H (-3.98128, -0.88119, 0.74401)  0.0038
H (-4.92429, -3.41720, 1.34705)  -0.0006
H (-3.81755, -5.55089, 2.00039)  -0.0001
H (-2.05794, -5.61333, 2.13943)  0.0005
H (-2.83486, -5.88184, 0.56659)  0.0001
H (1.29203, 0.39138, 3.33004)  -0.0022
H (2.26898, -1.67746, 4.83624)  -0.0002
H (2.27859, -4.11411, 4.64689)  0.0000
H (2.11371, -4.78370, 3.02019)  0.0004
H (0.69967, -4.68081, 4.09065)  -0.0001
Cl (-3.90794, 2.01346, -5.89166)  0.0019
C (-3.42325, 1.62441, -4.27452)  0.0194
C (-4.17236, 2.05673, -3.21795)  -0.0105
C (-3.79895, 1.75839, -1.89508)  0.0226
I (-4.94681, 2.42780, -0.29781)  0.0014
C (-2.67165, 1.02230, -1.61362)  0.0078
O (-2.30939, 0.70549, -0.38799)  0.0120
C (-1.89406, 0.56934, -2.72039)  -0.0014
N (-0.79137, -0.12626, -2.39396)  0.0114
C (0.02289, -0.51588, -3.33740)  0.0233
C (-0.24328, -0.28455, -4.70029)  -0.0081
C (-1.37690, 0.39643, -5.05516)  0.0095
C (-2.24830, 0.86743, -4.05382)  -0.0072
H (-5.06365, 2.64113, -3.39958)  -0.0004
H (1.70945, -0.64756, -2.02972)  0.0072
H (0.46046, -0.61235, -5.45498)  0.0008
H (-1.59916, 0.60098, -6.09359)  0.0008
C (4.79061, 6.37364, 1.55375)  0.0000
C (3.69790, 5.46022, 1.07212)  0.0003
C (2.41069, 5.94172, 0.85601)  0.0002
C (1.40462, 5.10827, 0.38988)  0.0017
C (1.69393, 3.77707, 0.13646)  0.0064
C (2.97059, 3.27189, 0.34490)  -0.0045
C (3.96242, 4.11509, 0.81072)  -0.0005
S (0.41135, 2.70566, -0.43228)  -0.0042
O (0.90467, 1.92215, -1.53909)  -0.0114
O (-0.76292, 3.51281, -0.62251)  0.0085
N (0.23257, 1.64713, 0.80390)  0.0707
C (-0.11603, 2.28935, 2.07939)  0.0000
C (-1.05949, 1.40331, 2.88335)  0.0164
O (-1.29883, 1.61669, 4.04036)  0.0098
O (-1.57890, 0.39473, 2.18777)  0.0065
H (4.38702, 7.19233, 2.14786)  0.0000
H (5.32263, 6.81134, 0.70651)  0.0001
H (5.51928, 5.83350, 2.15721)  0.0000
H (2.18764, 6.98235, 1.05757)  0.0000
H (0.40249, 5.47722, 0.21937)  -0.0002
H (3.17498, 2.22832, 0.13981)  -0.0013
H (4.96111, 3.72876, 0.97658)  0.0000
H (-0.63703, 3.23964, 1.92958)  0.0004
H (0.76397, 2.49947, 2.69143)  0.0001

Calculated values
- Molecular weight: 901.9 g mol⁻¹
- 2S+1: 3
- Energy relative to the best compared isomer or geometry (same formula, charge and spin): 52.5 kcal per mole
- Total charge: +1
- Calculated total energy: -96321.37720 eV
- Frontier orbital gap (spin up / spin down): 5.74 / 5.57 eV